Here is a structure of composition C9H6Cl2IrN2O4Rh from OMol25. Energies are from the ωB97M-V functional and the def2-TZVPD basis.

Results
Highest occupied orbital energy (spin up / spin down) ... -20.59 / -24.28 eV
Energy above the lowest of the compared OMol25 structures with the same formula, charge and spin ... 87.6 kcal/mol
2S+1 ... 9
Charge ... +4
Kohn-Sham gap (spin up / spin down) ... 5.8 / 5.6 eV

Last column: Mulliken spin population.
Positions of all 25 atoms, in Å:
Rh 2.811 2.317 -3.171  1.170
Ir 0.134 0.478 -1.620  2.648
Cl 1.687 0.333 -3.819  0.339
Cl 1.235 2.541 -1.591  0.300
C 0.800 0.446 0.078  0.235
C 3.603 2.229 -4.825  -0.083
C 4.041 3.638 -3.262  -0.064
O 1.368 0.620 1.116  0.057
O 4.046 2.491 -5.871  0.003
O 4.785 4.438 -3.713  -0.011
N -5.804 -2.121 0.502  0.666
C -4.583 -1.464 0.371  -0.073
O -4.555 -0.438 1.074  0.594
C -3.383 -1.788 -0.484  0.128
C -3.278 -2.821 -1.448  0.511
C -2.115 -2.990 -2.242  0.298
C -1.097 -2.063 -2.068  0.612
N -1.290 -0.938 -1.345  0.399
C -2.294 -0.866 -0.408  0.249
H -6.482 -1.737 1.180  -0.019
H -6.002 -3.093 0.271  -0.024
H -4.151 -3.436 -1.692  0.029
H -1.972 -3.775 -3.019  0.007
H -0.086 -2.111 -2.462  0.039
H -2.235 -0.009 0.304  -0.010


Here is a cluster of 2 separate species, C9H9FN2O2 in total from OMol25. Energies are from the ωB97M-V functional and the def2-TZVPD basis.

Results
Highest occupied orbital energy ... -7.44 eV
Energy above the lowest of the compared OMol25 structures with the same formula, charge and spin ... 0.0 kcal/mol
2S+1 ... 1
Kohn-Sham gap ... 5.3 eV

Last column: natural (NBO) charge in e.
Positions of all 23 atoms, in Å:
C 2.542 0.858 -0.565  -0.124
C 1.743 1.442 -1.244  -0.143
C 0.497 1.975 -1.764  -0.496
C -0.461 0.932 -1.270  0.199
N -0.511 -0.216 -1.902  -0.138
N -1.266 -1.159 -1.371  -0.231
C -2.003 -1.047 -0.281  0.099
C -2.006 0.148 0.400  -0.251
C -1.216 1.139 -0.105  0.476
F -1.132 2.284 0.503  -0.257
H 2.956 0.062 0.047  0.312
H 0.252 2.942 -1.340  0.253
H 0.467 2.042 -2.849  0.254
H -1.252 -2.042 -1.864  0.436
H -2.572 -1.894 0.056  0.254
H -2.599 0.278 1.288  0.277
C 0.329 -1.141 1.526  -0.731
C 1.777 -1.105 2.100  0.772
O 2.700 -1.209 1.247  -0.793
O 1.860 -0.973 3.325  -0.719
H 0.339 -1.258 0.435  0.159
H -0.222 -1.973 1.967  0.212
H -0.189 -0.213 1.784  0.180


Here is a structure of composition C6H9FeNaO5 from OMol25. Energies are from the ωB97M-V functional and the def2-TZVPD basis.

Results
Highest occupied orbital energy (spin up / spin down) ... -12.97 / -12.87 eV
Energy above the lowest of the compared OMol25 structures with the same formula, charge and spin ... 38.5 kcal/mol
2S+1 ... 6
Charge ... +1
Kohn-Sham gap (spin up / spin down) ... 9.4 / 7.1 eV

Last column: Mulliken spin population.
Positions of all 22 atoms, in Å:
O -0.982 1.597 -2.049  0.352
C -1.217 0.357 -2.649  -0.015
C -2.074 -0.531 -1.757  0.016
O -1.745 -0.386 -0.421  0.278
Fe -0.613 1.178 -0.175  4.210
H -1.703 0.455 -3.642  0.005
H -3.137 -0.203 -1.774  0.011
O 0.758 -0.853 2.311  0.008
C 0.989 -1.460 1.112  0.018
C 1.456 -0.787 0.029  -0.015
O 1.503 0.608 0.041  0.032
C 1.850 1.075 1.357  0.004
C 0.715 0.618 2.274  -0.021
O -0.466 1.051 1.786  0.074
Na -1.938 -0.721 1.700  -0.003
H 0.960 -2.549 1.142  -0.001
H 1.869 -1.262 -0.857  -0.001
H 1.880 2.168 1.301  0.000
H 2.826 0.656 1.641  0.003
H 0.925 0.906 3.317  0.001
H -1.685 -1.665 -1.916  0.013
H -0.169 -0.251 -2.770  0.032


Here is a structure of composition C16H30N7NaO9P2S3 from OMol25. Energies are from the ωB97M-V functional and the def2-TZVPD basis.

Results
Highest occupied orbital energy ... -7.81 eV
2S+1 ... 1
Kohn-Sham gap ... 8.1 eV

Last column: natural (NBO) charge in e.
Positions of all 68 atoms, in Å:
Na 1.643 -0.566 -1.418  0.891
C -4.670 -2.891 0.749  -0.528
C -4.361 -1.408 0.619  -0.549
S -2.610 -0.990 0.306  0.223
C -1.840 -1.260 1.931  -0.545
C -1.540 -2.707 2.281  -0.540
S -0.594 -3.486 0.918  0.197
C -1.433 -5.088 0.618  -0.529
C -2.951 -5.148 0.594  -0.529
S -3.795 -3.931 -0.486  0.179
H -5.738 -3.052 0.594  0.222
H -4.406 -3.260 1.737  0.207
H -4.679 -0.878 1.519  0.217
H -4.883 -0.991 -0.241  0.226
H -2.465 -0.789 2.691  0.220
H -0.899 -0.720 1.845  0.227
H -2.438 -3.288 2.461  0.205
H -0.918 -2.732 3.178  0.221
H -1.070 -5.801 1.363  0.214
H -1.040 -5.363 -0.359  0.227
H -3.372 -5.049 1.592  0.210
H -3.229 -6.129 0.207  0.229
C 4.818 1.870 -3.304  -0.635
C 4.114 2.003 -1.976  -0.474
O 4.681 2.993 -1.144  -0.737
P 4.172 0.452 -0.987  2.334
O 5.663 0.313 -0.446  -0.981
O 3.317 0.734 0.317  -1.026
O 3.785 -0.817 -1.627  -1.166
P 2.278 2.205 -2.072  2.345
O 2.011 3.388 -3.138  -0.984
O 1.903 2.675 -0.705  -1.154
O 1.714 0.935 -2.613  -1.202
H 5.868 1.611 -3.163  0.222
H 4.761 2.812 -3.849  0.230
H 4.327 1.087 -3.879  0.238
H 3.938 3.490 -0.765  0.504
H 5.994 1.147 -0.107  0.515
H 2.684 1.482 0.141  0.534
H 1.833 2.967 -3.979  0.502
O -3.297 3.884 4.782  -0.717
C -2.636 4.825 3.994  0.089
N -2.398 4.364 2.640  -0.634
C -1.473 3.383 2.427  0.669
O -0.817 2.928 3.345  -0.629
C -1.316 2.913 1.024  -0.199
C -1.815 3.577 -0.093  -0.131
C -1.655 2.992 -1.337  -0.262
C -1.009 1.766 -1.424  0.080
N -0.464 1.161 -0.381  -0.454
C -0.602 1.735 0.798  0.111
H -2.697 3.137 4.910  0.484
H -1.660 5.085 4.424  0.178
H -3.273 5.710 3.959  0.179
H -3.128 4.517 1.962  0.396
H -2.290 4.543 -0.005  0.210
H -2.024 3.484 -2.223  0.221
H -0.910 1.254 -2.369  0.206
H -0.121 1.249 1.635  0.208
N 3.959 -3.523 -1.002  -0.593
N 2.805 -3.244 -1.635  0.209
N 2.615 -3.507 -2.888  -0.266
C 1.358 -3.116 -3.061  0.106
N 0.840 -2.642 -1.937  -0.317
N 1.781 -2.736 -1.036  -0.121
H 4.726 -3.498 -1.666  0.396
H 4.101 -2.842 -0.261  0.401
H 0.828 -3.220 -3.986  0.217


Here is a cluster of 6 separate species, C19H53N9O8 in total from OMol25. Energies are from the ωB97M-V functional and the def2-TZVPD basis.

Results
Highest occupied orbital energy ... -8.71 eV
2S+1 ... 1
Structure (SMILES) ... COC[C@H](C)N.COCCNCCOC.COCCNCCOC.NC(N)=O.NC(N)=O.NC(N)=O
Kohn-Sham gap ... 8.8 eV

Last column: Mulliken charge in e.
Positions of all 89 atoms, in Å:
C -0.076 -1.783 -6.303  -0.698
O 0.678 -1.609 -5.107  -0.413
C 0.117 -0.728 -4.142  -0.533
C 0.083 0.743 -4.512  0.390
C 1.430 1.372 -4.123  -1.307
N -0.947 1.387 -3.695  -0.473
H -1.074 -2.212 -6.183  0.300
H 0.455 -2.423 -7.003  0.260
H -0.118 -0.769 -6.706  0.290
H -0.917 -1.061 -3.989  0.428
H 0.598 -0.865 -3.172  0.073
H -0.091 0.840 -5.582  0.340
H 1.451 2.420 -4.429  0.378
H 2.293 0.928 -4.633  0.418
H 1.610 1.281 -3.052  0.190
H -0.837 1.329 -2.699  0.094
H -1.178 2.307 -4.027  0.255
C -1.304 -5.118 6.953  -0.683
O -0.667 -3.984 6.391  -0.407
C -1.271 -3.444 5.213  -0.524
C -1.622 -4.512 4.189  -0.814
N -1.951 -3.890 2.903  -0.133
C -2.474 -4.841 1.944  -0.845
C -1.579 -6.052 1.560  -0.141
O -2.200 -7.043 0.770  -0.419
C -2.641 -6.633 -0.509  -0.601
H -0.781 -5.306 7.889  0.265
H -1.367 -6.026 6.355  0.240
H -2.307 -4.801 7.266  0.319
H -0.485 -2.769 4.879  0.270
H -2.168 -2.865 5.461  0.349
H -2.380 -5.229 4.500  0.538
H -0.681 -5.064 4.048  0.384
H -1.138 -3.383 2.576  0.230
H -2.662 -4.269 1.031  0.388
H -3.441 -5.177 2.326  0.323
H -1.298 -6.519 2.502  0.306
H -0.722 -5.704 0.970  0.152
H -1.859 -6.440 -1.252  0.178
H -3.358 -5.822 -0.383  0.328
H -3.121 -7.528 -0.910  0.274
C -2.400 3.158 -0.789  -0.642
O -1.190 3.394 -1.487  -0.297
C -0.207 4.041 -0.707  -0.246
C 1.080 4.164 -1.500  -0.513
N 2.067 5.070 -0.953  -0.212
C 3.347 5.039 -1.626  -0.415
C 4.340 5.879 -0.812  -0.588
O 5.527 5.881 -1.609  -0.303
C 6.767 5.999 -0.916  -0.724
H -3.138 3.095 -1.592  0.286
H -2.604 3.973 -0.093  0.374
H -2.438 2.170 -0.323  0.112
H 0.047 3.457 0.185  0.104
H -0.550 5.030 -0.382  0.383
H 0.899 4.261 -2.578  0.308
H 1.487 3.136 -1.590  0.134
H 2.154 4.867 0.035  0.199
H 3.302 5.476 -2.621  0.272
H 3.796 4.036 -1.673  0.273
H 4.517 5.536 0.208  0.400
H 3.950 6.901 -0.850  0.287
H 6.759 5.308 -0.073  0.345
H 7.054 7.041 -0.770  0.252
H 7.482 5.616 -1.650  0.235
N -0.754 0.084 0.285  -0.083
C -1.086 0.568 1.526  0.293
N -1.811 -0.290 2.312  -0.359
O -0.895 1.741 1.850  -0.641
H -0.053 0.635 -0.182  0.136
H -0.772 -0.919 0.190  0.105
H -1.748 -1.286 2.204  0.176
H -2.092 0.174 3.159  0.229
N -0.431 -3.685 -1.795  -0.357
C 0.431 -3.288 -0.795  0.615
N 1.747 -3.375 -1.175  -0.448
O 0.047 -3.077 0.356  -0.623
H 0.034 -4.296 -2.446  0.197
H -1.421 -3.815 -1.731  0.203
H 2.475 -3.001 -0.596  0.233
H 1.881 -3.453 -2.166  0.170
N 0.152 4.115 3.249  -0.310
C -0.892 5.005 3.405  0.551
N -2.089 4.464 3.118  -0.323
O -0.768 6.178 3.755  -0.696
H 1.103 4.405 3.356  0.183
H -0.056 3.224 2.831  0.378
H -2.215 3.509 2.838  0.199
H -2.834 5.117 3.302  0.181


no.,molar mass (g/mol)
1,572.2
2,196.2
3,240.0
4,645.6
5,535.7